Record 1
Density functional theory data (the ωB97M-V functional and the def2-TZVPD basis) for a molecular structure, C41H53IMnN2O8S4Te.

Element x y z (Å)
Mn -0.491 -0.136 0.736
O 2.109 1.955 0.963
S 2.696 3.294 1.307
C 1.252 4.316 1.692
C 0.182 4.228 0.617
C -1.208 4.539 1.168
C -2.324 4.197 0.189
S -2.766 2.439 0.067
O -1.433 1.721 -0.019
C -3.422 2.197 1.701
C -4.798 2.310 1.840
C -5.361 2.125 3.092
C -4.552 1.803 4.175
C -3.181 1.660 4.012
C -2.604 1.861 2.767
C 3.150 4.004 -0.273
C 2.932 3.243 -1.409
C 3.329 3.749 -2.639
C 3.932 4.995 -2.720
C 4.152 5.744 -1.570
C 3.767 5.245 -0.335
H 1.607 5.330 1.892
H 0.906 3.880 2.633
H 0.183 3.213 0.222
H 0.422 4.905 -0.207
H -1.286 5.602 1.414
H -1.367 3.999 2.104
H -2.061 4.485 -0.832
H -3.265 4.688 0.445
H -5.419 2.509 0.975
H -6.433 2.206 3.218
H -4.998 1.638 5.147
H -2.548 1.367 4.839
H -1.540 1.702 2.631
H 2.471 2.268 -1.304
H 3.177 3.162 -3.536
H 4.244 5.383 -3.681
H 4.632 6.711 -1.634
H 3.957 5.813 0.568
O -0.150 -2.290 0.917
S 1.146 -2.981 1.306
C 0.676 -4.745 1.265
C 1.186 -5.356 -0.042
C 1.325 -4.204 -1.034
C 2.046 -3.111 -0.258
H -0.413 -4.703 1.311
H 1.054 -5.234 2.161
H 0.512 -6.137 -0.396
H 2.164 -5.814 0.121
H 0.340 -3.840 -1.335
H 1.872 -4.490 -1.933
H 2.004 -2.112 -0.692
H 3.080 -3.370 -0.020
C -5.384 -6.647 1.257
C -4.833 -5.310 0.842
C -3.691 -5.214 0.058
C -3.180 -3.977 -0.316
C -3.822 -2.823 0.095
C -4.967 -2.895 0.878
C -5.464 -4.132 1.245
S -3.153 -1.237 -0.312
O -4.243 -0.382 -0.732
O -2.122 -1.469 -1.328
O -2.537 -0.770 0.950
H -4.837 -7.462 0.786
H -6.435 -6.739 0.984
H -5.315 -6.777 2.339
H -3.195 -6.120 -0.273
H -2.290 -3.895 -0.926
H -5.460 -1.983 1.188
H -6.359 -4.190 1.854
N -1.030 -1.048 3.868
C 0.027 -0.131 3.748
O 0.216 0.343 2.537
C 0.743 0.271 4.824
I 4.879 -2.322 2.379
H -1.253 -1.537 3.012
H -0.963 -1.661 4.666
H 0.560 -0.146 5.804
H 1.528 1.002 4.701
O 0.811 0.061 -0.998
C 0.570 0.233 -2.206
C 1.655 0.018 -3.233
C 1.454 -1.322 -3.989
C 0.048 -1.914 -3.861
C -1.070 -1.071 -4.477
C -1.002 0.403 -4.066
N -0.630 0.578 -2.669
H 2.608 0.037 -2.707
H 1.652 0.856 -3.931
H 2.169 -2.050 -3.599
H 1.704 -1.179 -5.043
H -0.188 -2.068 -2.803
H 0.038 -2.905 -4.320
H -2.025 -1.488 -4.157
H -1.033 -1.122 -5.569
H -1.969 0.884 -4.209
H -0.288 0.944 -4.689
H -1.376 0.542 -1.984
Te 3.269 -0.120 1.847
C 4.627 0.520 0.361
C 4.606 -0.069 -0.899
C 5.411 0.419 -1.918
C 6.241 1.507 -1.685
C 6.279 2.089 -0.427
C 5.479 1.595 0.596
H 3.955 -0.917 -1.074
H 5.388 -0.047 -2.896
H 6.863 1.895 -2.482
H 6.935 2.931 -0.239
H 5.513 2.048 1.579

Output
LUMO (spin up / spin down): 0.32 / 0.32 eV
Max |F|: 0.31 eV Å⁻¹
Highest occupied orbital energy (spin up / spin down): -6.41 / -6.43 eV
ΔE to the lowest compared entry with this formula, charge and spin: 0.0 kJ/mol
Charge: 0
<S²>: 8.753
2S+1: 6
DFT total energy: -152795.84812 eV

***

Record 2
Density functional theory data (the ωB97M-V functional and the def2-TZVPD basis) for 7 unconnected molecules or ions with the total composition C41H53N8O.

Element x y z (Å)
C 4.622 -0.833 -0.917
C 3.084 -0.271 -0.631
N 2.886 1.066 -1.288
C 2.325 1.030 -2.660
C 1.194 2.109 -3.086
C -0.357 1.770 -2.741
C -0.970 2.885 -1.654
C -2.316 2.277 -0.913
C -1.770 0.975 -0.021
C -0.713 0.057 -0.876
N -0.688 0.347 -2.372
C 2.453 2.165 -0.388
C 3.163 3.663 -0.617
O 1.599 2.106 0.651
H 5.051 -0.329 -1.900
H 5.298 -0.534 -0.010
H 4.553 -2.006 -1.084
H 2.349 -1.123 -0.991
H 2.977 -0.187 0.532
H 2.001 -0.098 -2.882
H 3.244 1.205 -3.407
H 1.391 3.228 -2.720
H 1.266 2.199 -4.278
H -0.984 1.991 -3.735
H -1.307 3.832 -2.283
H -0.180 3.248 -0.873
H -2.897 3.059 -0.260
H -3.033 1.814 -1.747
H -2.649 0.374 0.476
H -1.142 1.468 0.865
H -1.107 -1.067 -0.781
H 0.336 0.064 -0.361
H -1.695 0.200 -2.689
H -0.148 -0.388 -2.921
H 3.365 3.791 -1.762
H 2.488 4.537 -0.225
H 4.234 3.667 -0.091
N -3.702 4.017 -3.382
C -4.720 4.378 -2.572
C -5.380 5.593 -2.658
C -4.969 6.497 -3.632
C -3.922 6.155 -4.481
C -3.326 4.914 -4.319
H -5.002 3.640 -1.826
H -6.194 5.830 -1.982
H -5.462 7.461 -3.730
H -3.578 6.837 -5.250
H -2.507 4.599 -4.960
N -1.835 5.857 2.943
C -1.033 5.423 1.947
C -0.293 4.253 2.007
C -0.376 3.481 3.161
C -1.193 3.902 4.205
C -1.898 5.085 4.050
H -0.998 6.062 1.069
H 0.334 3.952 1.176
H 0.190 2.558 3.246
H -1.280 3.323 5.117
H -2.552 5.454 4.835
N 6.796 -2.731 0.064
C 7.122 -2.867 1.368
C 8.403 -3.142 1.818
C 9.414 -3.292 0.874
C 9.109 -3.160 -0.477
C 7.798 -2.880 -0.829
H 6.298 -2.745 2.066
H 8.609 -3.238 2.878
H 10.431 -3.509 1.188
H 9.874 -3.271 -1.237
H 7.511 -2.764 -1.870
N 6.664 -5.240 4.192
C 7.400 -5.697 5.228
C 7.554 -7.041 5.531
C 6.910 -7.975 4.726
C 6.143 -7.535 3.652
C 6.052 -6.170 3.427
H 7.880 -4.930 5.829
H 8.160 -7.351 6.375
H 7.006 -9.037 4.933
H 5.628 -8.237 3.006
H 5.468 -5.778 2.599
N -3.512 -0.764 -1.984
C -4.688 -0.283 -1.525
C -5.899 -0.941 -1.669
C -5.908 -2.166 -2.327
C -4.713 -2.688 -2.812
C -3.552 -1.957 -2.616
H -4.630 0.678 -1.022
H -6.813 -0.508 -1.279
H -6.838 -2.711 -2.460
H -4.687 -3.640 -3.329
H -2.594 -2.323 -2.973
N -6.758 -3.503 2.061
C -7.363 -2.857 1.041
C -8.631 -2.303 1.123
C -9.324 -2.421 2.323
C -8.729 -3.083 3.392
C -7.455 -3.600 3.214
H -6.783 -2.794 0.125
H -9.067 -1.793 0.272
H -10.321 -2.001 2.424
H -9.243 -3.192 4.340
H -6.946 -4.122 4.020

Output
LUMO: -2.38 eV
Max |F|: 7.68 eV Å⁻¹
Highest occupied orbital energy: -10.99 eV
Charge: +1
DFT total energy: -57332.89904 eV